(1)
A molecular structure, C3CuF9O17S5. Source: the Open Molecules 2025 dataset; level of theory: ωB97M-V/def2-TZVPD.

Geometry as XYZ:
```
35
C3CuF9O17S5 ωB97M-V/def2-TZVPD
Cu -0.45253 -0.25826 0.62782
C 0.91247 -3.32908 -2.99639
F -0.44594 -3.44092 -2.90368
F 1.40497 -4.52530 -3.03600
F 1.35183 -2.46777 -3.92273
S 1.32941 -2.80038 -1.14930
O 2.83895 -2.75060 -1.03121
O 0.65858 -1.46669 -0.90737
O 0.71238 -3.89041 -0.33506
C 3.67289 1.84456 2.09487
F 3.86882 0.82446 2.95017
F 2.92445 2.88972 2.65438
F 4.81661 2.36761 1.64280
S 2.70702 1.17120 0.42463
O 2.56268 2.25042 -0.52306
O 3.39725 -0.01278 -0.16120
O 1.41220 0.61355 0.96204
C -1.94780 4.29897 0.26053
F -3.16942 4.18237 0.06812
F -1.58361 5.47249 -0.20044
F -1.85855 4.32983 1.63130
S -1.03109 2.81639 -0.45838
O 0.22151 3.46863 -0.82242
O -0.96039 1.83294 0.61489
O -1.66528 2.31309 -1.63304
S -2.88421 -1.24810 -1.28686
O -3.96149 -0.88604 -0.40633
O -2.46957 -2.58501 -0.93984
O -3.16849 -1.07909 -2.72333
O -1.78487 -0.40322 -0.94098
S -1.50032 -1.88980 2.58761
O -1.90823 -0.58989 2.05529
O -0.34191 -2.14646 1.73491
O -1.23189 -2.04002 3.99996
O -2.42643 -2.86645 2.06828
```

Results
2S+1: 2
LUMO energy (spin up / spin down) (eV): 10.0130 / 10.0132
Energy above the lowest of the compared OMol25 structures with the same formula, charge and spin (kJ/mol): 118.6
Calculated total energy (eV): -161173.924
F_max (eV/Å): 6.8
<S²>: 0.75
Total charge: -5
HOMO-LUMO gap (spin up / spin down) (eV): 2.2 / 2.2

Now the natural (NBO) charges, all in e:
1 Cu 1.544
2 C 0.733
3 F -0.298
4 F -0.341
5 F -0.336
6 S 2.224
7 O -1.029
8 O -0.979
9 O -0.952
10 C 0.734
11 F -0.326
12 F -0.359
13 F -0.357
14 S 2.246
15 O -0.939
16 O -0.946
17 O -1.024
18 C 0.686
19 F -0.318
20 F -0.351
21 F -0.373
22 S 2.338
23 O -1.026
24 O -0.990
25 O -0.932
26 S 2.644
27 O -1.134
28 O -1.108
29 O -1.153
30 O -1.188
31 S 2.596
32 O -1.057
33 O -1.069
34 O -1.098
35 O -1.059

(2)
2 unconnected molecules or ions with the total composition C3H6N2O. Source: the Open Molecules 2025 dataset; level of theory: ωB97M-V/def2-TZVPD.

Geometry as XYZ:
```
12
C3H6N2O ωB97M-V/def2-TZVPD
C 0.48773 -0.55253 0.42196
C -0.72289 -0.38977 -0.47218
C 1.74214 0.15796 0.03458
N -2.43712 0.90158 0.13435
N -1.94854 -0.22599 0.02540
O -0.10571 -1.60516 -0.45921
H 0.32547 -0.93401 1.42626
H 0.02015 0.77232 -1.88747
H 1.66356 1.16253 0.54158
H 1.68578 0.21773 -1.01977
H 2.69417 -0.30198 0.54032
H -3.40474 0.79732 0.71419
```

Results
LUMO energy (spin up / spin down) (eV): -0.8064 / -0.8043
Energy above the lowest of the compared OMol25 structures with the same formula, charge and spin (kJ/mol): 732.5
Calculated total energy (eV): -8229.107
F_max (eV/Å): 5.5
Total charge: 0
HOMO-LUMO gap (spin up / spin down) (eV): 8.3 / 8.3

Now the natural (NBO) charges, all in e:
1 C 0.039
2 C 0.381
3 C -0.642
4 N -0.256
5 N -0.197
6 O -0.484
7 H 0.206
8 H -0.061
9 H 0.232
10 H 0.242
11 H 0.223
12 H 0.317

(3)
C5H12ClOP in the gas phase. Source: the Open Molecules 2025 dataset; level of theory: ωB97M-V/def2-TZVPD.

Geometry as XYZ:
```
20
C5H12ClOP ωB97M-V/def2-TZVPD
C 1.60065 0.17188 1.27573
C 0.63770 -0.55485 0.30964
C 1.10972 -0.41712 -1.13896
P -1.16044 -0.09454 0.69856
C -1.38653 1.74383 0.93984
O -1.71868 -0.98989 1.70067
C -2.16097 -0.43435 -0.88862
Cl -3.76137 0.25017 -0.35906
H 1.76556 1.13895 0.91899
H 1.11052 0.24212 2.38529
H 2.60993 -0.35317 1.32790
H 0.68264 -1.64023 0.63840
H 0.64171 0.50115 -1.43875
H 0.80896 -1.25279 -1.77844
H 2.10461 -0.50914 -1.28614
H -1.29542 2.11675 2.00698
H -0.56405 2.20432 0.31469
H -2.37338 1.98653 0.57028
H -1.96693 0.18559 -1.73868
H -2.29599 -1.55917 -1.20528
```

Results
LUMO energy (eV): 0.7271
Energy above the lowest of the compared OMol25 structures with the same formula, charge and spin (kJ/mol): 98.7
Calculated total energy (eV): -29238.142
F_max (eV/Å): 3.9
SMILES string: CC(C)[P@](C)(=O)CCl
Total charge: 0
HOMO-LUMO gap (eV): 10.6

Now the natural (NBO) charges, all in e:
1 C -0.604
2 C -0.556
3 C -0.614
4 P 1.908
5 C -1.008
6 O -1.095
7 C -0.725
8 Cl -0.074
9 H 0.196
10 H 0.220
11 H 0.220
12 H 0.243
13 H 0.202
14 H 0.217
15 H 0.218
16 H 0.267
17 H 0.230
18 H 0.267
19 H 0.224
20 H 0.264

(4)
A molecular structure, C37H40HoNP2Sb. Source: the Open Molecules 2025 dataset; level of theory: ωB97M-V/def2-TZVPD.

Geometry as XYZ:
```
82
C37H40HoNP2Sb ωB97M-V/def2-TZVPD
C -1.63449 3.48837 -4.11340
C -1.41995 2.16726 -3.72805
C -0.10677 1.63743 -3.83389
C 0.96062 2.46476 -4.14663
C 0.73149 3.75796 -4.62948
C -0.56925 4.26359 -4.60165
C 2.30292 1.92574 -3.72110
C 2.48873 0.44023 -3.98474
C 1.37292 -0.34660 -3.70765
C 1.51591 -1.74645 -3.47945
C 2.74572 -2.32273 -3.72128
C 3.82297 -1.55163 -4.20466
C 3.69156 -0.16963 -4.36632
H -2.65463 3.86769 -3.99875
H 1.57103 4.37098 -5.00008
H -0.77814 5.31108 -4.83907
H 3.12563 2.47592 -4.21883
H 2.84476 -3.38913 -3.49366
H 4.78940 -2.04160 -4.33265
H 4.52780 0.44697 -4.74445
N 0.12674 0.29361 -3.40222
Ho 0.26110 0.43282 -1.30246
C -2.51470 1.31336 -3.07240
H -2.50761 0.31557 -3.53414
H -3.49075 1.81379 -3.15622
C 0.33637 -2.55689 -2.87987
H -0.59102 -2.30627 -3.42200
H 0.54639 -3.62888 -2.94376
P -2.33675 1.08113 -1.22738
P 0.00350 -2.26150 -1.05740
C 1.31773 -3.28320 -0.32547
H 1.26440 -3.20477 0.77138
H 1.24091 -4.32701 -0.64477
H 2.30054 -2.88604 -0.63309
C -1.52812 -3.18155 -0.70782
H -1.41431 -4.25218 -0.92330
H -1.81827 -3.03829 0.34558
H -2.34160 -2.76727 -1.32424
C -2.79442 2.75016 -0.66869
H -3.78072 2.93672 -1.11146
H -2.82894 2.78499 0.43064
H -2.06979 3.50312 -1.01451
C -3.81627 0.11454 -0.84485
H -3.86710 -0.10480 0.23073
H -4.69399 0.70607 -1.16591
H -3.77836 -0.84405 -1.38182
H 2.41896 2.06450 -2.63024
H -0.24625 0.97503 0.56557
C -0.57037 3.64218 5.22794
C 0.49659 3.63901 4.30557
C 0.72189 2.50515 3.51399
C -0.11276 1.40121 3.65505
C -1.15036 1.37483 4.58584
C -1.39225 2.50895 5.37064
Sb 0.09954 -0.05670 2.04996
C 2.13937 -0.73207 2.64066
C 3.14078 -0.68147 1.66945
C 4.49480 -0.83981 2.04679
C 4.84451 -1.03405 3.38813
C 3.83004 -1.07737 4.35560
C 2.49562 -0.93125 3.97942
C -1.45482 -1.46546 2.73839
C -1.18802 -2.75252 3.20610
C -2.24364 -3.62053 3.51375
C -3.57252 -3.22118 3.33633
C -3.83970 -1.93077 2.85044
C -2.77558 -1.05740 2.55049
H -0.76282 4.53537 5.83124
H 1.14548 4.51071 4.17816
H 1.50585 2.50881 2.75303
H -1.79290 0.50258 4.67358
H -2.22787 2.49847 6.07949
H 2.92452 -0.46284 0.61452
H 5.27324 -0.78118 1.27044
H 5.89996 -1.13319 3.66199
H 4.10607 -1.20523 5.39623
H 1.73237 -0.92597 4.75152
H -0.16218 -3.08072 3.32830
H -2.03669 -4.61409 3.90833
H -4.40948 -3.88522 3.57980
H -4.87163 -1.57560 2.71516
H -3.01292 -0.05550 2.16963
```

Results
2S+1: 5
LUMO energy (spin up / spin down) (eV): -3.1428 / -3.0712
Calculated total energy (eV): -91413.059
F_max (eV/Å): 3.7
<S²>: 6.01
Total charge: +1
HOMO-LUMO gap (spin up / spin down) (eV): 5.1 / 5.2

Now the Löwdin charges, all in e:
1 C -0.045
2 C -0.222
3 C -0.248
4 C -0.173
5 C -0.021
6 C -0.068
7 C -0.076
8 C -0.170
9 C -0.250
10 C -0.224
11 C -0.052
12 C -0.062
13 C -0.021
14 H 0.119
15 H 0.126
16 H 0.110
17 H 0.136
18 H 0.120
19 H 0.109
20 H 0.126
21 N -0.151
22 Ho 0.971
23 C -0.290
24 H 0.091
25 H 0.087
26 C -0.287
27 H 0.090
28 H 0.084
29 P 0.746
30 P 0.763
31 C -0.252
32 H 0.038
33 H 0.059
34 H 0.050
35 C -0.236
36 H 0.064
37 H 0.032
38 H 0.038
39 C -0.250
40 H 0.053
41 H 0.052
42 H 0.055
43 C -0.245
44 H 0.021
45 H 0.066
46 H 0.044
47 H 0.119
48 H -0.307
49 C -0.071
50 C -0.073
51 C -0.144
52 C -0.349
53 C -0.117
54 C -0.073
55 Sb 1.438
56 C -0.368
57 C -0.173
58 C -0.086
59 C -0.077
60 C -0.077
61 C -0.130
62 C -0.378
63 C -0.133
64 C -0.079
65 C -0.077
66 C -0.079
67 C -0.180
68 H 0.108
69 H 0.108
70 H 0.097
71 H 0.091
72 H 0.111
73 H 0.063
74 H 0.107
75 H 0.110
76 H 0.106
77 H 0.098
78 H 0.095
79 H 0.108
80 H 0.111
81 H 0.111
82 H 0.086

Look up the total charge of the third one. 0

Among the records above, which one has the highest total charge? C37H40HoNP2Sb

The lowest calculated total energy belongs to which entry? C3CuF9O17S5

Copy entry 3 word for word.
C5H12ClOP in the gas phase. Source: the Open Molecules 2025 dataset; level of theory: ωB97M-V/def2-TZVPD.

Geometry as XYZ:
```
20
C5H12ClOP ωB97M-V/def2-TZVPD
C 1.60065 0.17188 1.27573
C 0.63770 -0.55485 0.30964
C 1.10972 -0.41712 -1.13896
P -1.16044 -0.09454 0.69856
C -1.38653 1.74383 0.93984
O -1.71868 -0.98989 1.70067
C -2.16097 -0.43435 -0.88862
Cl -3.76137 0.25017 -0.35906
H 1.76556 1.13895 0.91899
H 1.11052 0.24212 2.38529
H 2.60993 -0.35317 1.32790
H 0.68264 -1.64023 0.63840
H 0.64171 0.50115 -1.43875
H 0.80896 -1.25279 -1.77844
H 2.10461 -0.50914 -1.28614
H -1.29542 2.11675 2.00698
H -0.56405 2.20432 0.31469
H -2.37338 1.98653 0.57028
H -1.96693 0.18559 -1.73868
H -2.29599 -1.55917 -1.20528
```

Results
LUMO energy (eV): 0.7271
Energy above the lowest of the compared OMol25 structures with the same formula, charge and spin (kJ/mol): 98.7
Calculated total energy (eV): -29238.142
F_max (eV/Å): 3.9
SMILES string: CC(C)[P@](C)(=O)CCl
Total charge: 0
HOMO-LUMO gap (eV): 10.6

Now the natural (NBO) charges, all in e:
1 C -0.604
2 C -0.556
3 C -0.614
4 P 1.908
5 C -1.008
6 O -1.095
7 C -0.725
8 Cl -0.074
9 H 0.196
10 H 0.220
11 H 0.220
12 H 0.243
13 H 0.202
14 H 0.217
15 H 0.218
16 H 0.267
17 H 0.230
18 H 0.267
19 H 0.224
20 H 0.264